Below is a single C3H3ClF2 molecule, with properties calculated with ωB97M-V/def2-TZVPD.

Computed properties:
Relative energy (zero: lowest compared OMol25 entry of this formula, charge and spin), eV: 1.1120
HOMO, eV: -10.199
SMILES: F[C@@H]1C[C@]1(F)Cl
Multiplicity: 1
E_LUMO, eV: 0.95

Atoms and positions in Å:
F: -0.84618 1.51333 0.82305
C: -0.52194 0.22721 0.64083
C: 0.89194 -0.13867 0.34086
C: -0.24432 -0.21830 -0.71842
F: -0.65306 -1.47135 -1.05180
Cl: -0.24055 0.79279 -2.04409
H: -1.17673 -0.47032 1.13752
H: 1.52463 0.74707 0.05808
H: 1.26622 -0.98176 0.81397

Forces on atoms 1 to 6 (eV/Å):
F -0.3 0.9 0.4
C -0.7 -0.2 -0.3
C -0.9 2.7 -2.0
C 1.6 -1.7 1.1
F -0.4 -0.3 0.1
Cl 0.0 1.2 -1.3

Below is a single C3H3ClF2 molecule, with properties calculated with ωB97M-V/def2-TZVPD.

Computed properties:
Relative energy (zero: lowest compared OMol25 entry of this formula, charge and spin), eV: 0.6681
HOMO, eV: -10.866
SMILES: C=CC(F)(F)Cl
Multiplicity: 1
E_LUMO, eV: 0.86

Atoms and positions in Å:
C: -1.46392 -0.00164 -0.29093
C: -0.35017 -0.21230 0.35945
C: 1.03696 0.18831 0.00397
F: 1.17564 0.69314 -1.21427
F: 1.51994 1.02033 0.89700
Cl: 2.09664 -1.26367 -0.02829
H: -2.31066 -0.27939 0.19684
H: -1.50220 0.14925 -1.30795
H: -0.20222 -0.29402 1.38417

Forces on atoms 1 to 6 (eV/Å):
C 1.8 -1.0 0.4
C 1.7 1.8 -0.2
C 0.0 -1.9 -1.8
F -0.2 1.0 -0.7
F 0.4 1.0 0.7
Cl 0.1 -0.3 0.4

Below is a single C3H3ClF2 molecule, with properties calculated with ωB97M-V/def2-TZVPD.

Computed properties:
Relative energy (zero: lowest compared OMol25 entry of this formula, charge and spin), eV: 0.4705
HOMO, eV: -9.578
SMILES: C/C(F)=C(/F)Cl
Multiplicity: 1
E_LUMO, eV: 0.78

Atoms and positions in Å:
C: 0.76462 -0.60643 0.67545
C: -0.07849 -0.13472 -0.45935
F: 0.11758 -0.82374 -1.61475
C: -0.91528 0.85885 -0.53816
F: -1.59939 1.07601 -1.66196
Cl: -1.28364 1.94272 0.79873
H: 1.79108 -0.70189 0.30814
H: 0.43553 -1.62649 0.92558
H: 0.76799 0.01567 1.56634

Forces on atoms 1 to 6 (eV/Å):
C 0.1 -0.7 -0.5
C 1.2 -0.7 0.0
F 0.0 -0.1 0.4
C -1.2 1.3 0.6
F 0.0 0.4 0.3
Cl 0.1 -0.7 -1.0

Below is a molecular structure, C3H3ClF2O4S, with properties calculated with ωB97M-V/def2-TZVPD.

Computed properties:
Relative energy (zero: lowest compared OMol25 entry of this formula, charge and spin), eV: 2.8515
HOMO (alpha / beta), eV: -10.449 / -10.450
Multiplicity: 1
E_LUMO (alpha / beta), eV: -1.13 / -1.13

Atoms and positions in Å:
C: 1.26339 -1.05390 -0.32680
C: 0.39509 -0.19426 0.61106
C: -2.26292 0.16508 -0.17621
O: 2.25903 1.59708 1.39633
O: 1.14993 2.19244 -0.70483
O: 2.19435 -0.07423 -0.56288
O: -1.04657 0.53154 -0.48113
F: 0.76816 -1.44510 -1.53436
F: -0.26417 -0.62354 1.65645
S: 1.53292 1.19586 0.27567
Cl: 1.91401 -2.42579 0.47602
H: -2.31950 -0.91686 -0.37170
H: -2.79468 0.60539 -1.00244
H: -2.78903 0.44630 0.74482

Forces on atoms 1 to 6 (eV/Å):
C -0.5 -0.1 -0.6
C -5.2 1.4 -3.0
C -2.6 -2.7 0.0
O 1.2 0.0 1.6
O 0.3 -1.9 1.7
O 1.0 1.0 0.0

Below is a molecular structure, C3H3ClFIO, with properties calculated with ωB97M-V/def2-TZVPD.

Computed properties:
HOMO, eV: -10.224
Multiplicity: 1
E_LUMO, eV: -1.69

Atoms and positions in Å:
C: 0.08884 -0.40612 0.48229
C: -1.36606 -0.23066 0.08138
C: 1.15775 0.08694 -0.45921
O: 0.46675 -0.83914 1.53284
F: 0.94168 0.21516 -1.69855
Cl: 0.83516 2.32145 0.09650
I: 3.09925 -0.52779 -0.05149
H: -1.52662 -0.00289 -1.01096
H: -1.78343 0.60266 0.84613
H: -1.91333 -1.21960 0.18108

Forces on atoms 1 to 6 (eV/Å):
C -0.8 0.2 0.1
C -1.2 0.4 0.5
C 0.9 2.4 1.8
O -0.3 -0.2 0.1
F -0.8 -0.3 -2.0
Cl 0.4 -2.2 -0.3

Below is a molecular structure, C3H3ClFNOS, with properties calculated with ωB97M-V/def2-TZVPD.

Computed properties:
Relative energy (zero: lowest compared OMol25 entry of this formula, charge and spin), eV: 3.6756
HOMO, eV: -9.022
Multiplicity: 1
E_LUMO, eV: -0.72

Atoms and positions in Å:
C: 1.57802 0.10222 0.24347
C: -1.38490 -0.55054 -0.19975
C: -0.77033 0.69373 -0.63753
H: 1.76067 0.59127 1.20146
H: 1.36482 0.82203 -0.54638
H: -2.57474 0.55533 0.80999
N: -0.30219 1.69912 -0.96990
O: -2.41248 -0.38643 0.63633
F: 0.54069 -0.76453 0.36568
S: -0.85490 -1.99197 -0.69368
Cl: 3.05534 -0.77021 -0.20968

Forces on atoms 1 to 6 (eV/Å):
C 2.4 0.7 0.3
C -1.8 -0.7 -1.2
C -1.1 1.4 -1.0
H -0.1 -0.1 -0.1
H 0.5 -0.4 0.4
H 0.0 -0.2 0.0

Below is a molecular structure, C3H3ClN2S, with properties calculated with ωB97M-V/def2-TZVPD.

Computed properties:
Relative energy (zero: lowest compared OMol25 entry of this formula, charge and spin), eV: 0.9592
HOMO (alpha / beta), eV: -8.395 / -8.366
⟨S²⟩: 2.010
Multiplicity: 3
E_LUMO (alpha / beta), eV: -0.88 / -3.69

Atoms and positions in Å:
C: 0.81286 1.27197 -0.50957
C: -0.02634 0.83943 0.42510
C: 0.94540 -0.89697 -0.48644
N: 1.46256 0.21668 -1.06582
N: 0.02174 -0.47117 0.42700
S: -1.67431 -1.74269 1.44451
Cl: -2.98859 -1.02568 0.16660
H: 0.86803 2.24250 -0.90447
H: -0.68795 1.52052 1.02760
H: 1.26660 -1.95460 -0.52451

Forces on atoms 1 to 6 (eV/Å):
C 1.0 -0.5 -1.2
C -2.7 3.0 1.9
C 0.3 1.5 0.4
N 0.1 -2.1 -0.3
N 0.4 -2.7 0.4
S -0.3 0.2 -0.4

Below is 2 unconnected molecules or ions with the total composition C3H3ClN4O2S, with properties calculated with ωB97M-V/def2-TZVPD.

Computed properties:
Relative energy (zero: lowest compared OMol25 entry of this formula, charge and spin), eV: 3.5515
HOMO (alpha / beta), eV: -8.470 / -8.473
Multiplicity: 1
E_LUMO (alpha / beta), eV: -1.43 / -1.43

Atoms and positions in Å:
C: -0.54407 0.99458 0.01914
C: 0.77508 1.53499 -0.36325
C: -1.05392 -0.24963 -0.15250
N: -1.31992 1.98772 0.42985
N: 0.61555 2.81749 -0.31214
N: 0.71095 -1.66205 0.25763
N: 1.87037 0.79622 -0.49056
O: -0.70327 3.11547 0.08199
O: -1.12294 -3.54392 0.41316
S: 0.45843 -3.06849 0.11803
Cl: -2.28434 -0.75558 0.91053
H: 1.85362 -0.20741 -0.12170
H: 2.68445 1.14262 -0.97668
H: -1.94001 -2.90201 0.18649

Forces on atoms 1 to 6 (eV/Å):
C 0.9 2.4 1.5
C -3.0 0.2 1.1
C -0.9 -3.0 -1.2
N 0.0 -0.2 -0.9
N 1.0 1.6 -0.4
N 0.4 0.8 0.4

Below is a molecular structure, C3H3ClNO, with properties calculated with ωB97M-V/def2-TZVPD.

Computed properties:
Relative energy (zero: lowest compared OMol25 entry of this formula, charge and spin), eV: 3.1531
HOMO (alpha / beta), eV: -15.980 / -15.980
Multiplicity: 1
E_LUMO (alpha / beta), eV: -7.36 / -7.36
Net charge: +1

Atoms and positions in Å:
C: -0.89961 0.65923 0.49998
C: -1.02482 -0.62783 0.19070
C: 0.76797 0.48684 -0.44134
N: 0.34783 -0.84735 -0.25917
O: 0.93539 -1.86897 -0.10552
Cl: 2.23042 0.98917 0.25137
H: -1.21028 1.48704 1.03725
H: -1.83628 -1.31764 0.26708
H: 0.68937 1.03951 -1.44035

Forces on atoms 1 to 6 (eV/Å):
C 4.3 -2.2 -3.0
C 0.1 1.4 -0.1
C -1.2 4.3 0.4
N -2.5 -3.3 0.9
O 0.5 1.2 -0.5
Cl 0.4 -0.4 0.3

Below is a molecular structure, C3H3ClNO, with properties calculated with ωB97M-V/def2-TZVPD.

Computed properties:
Relative energy (zero: lowest compared OMol25 entry of this formula, charge and spin), eV: 7.3428
HOMO (alpha / beta), eV: -15.790 / -15.798
Multiplicity: 1
E_LUMO (alpha / beta), eV: -8.86 / -8.96
Net charge: +1

Atoms and positions in Å:
C: -1.01069 -0.51490 -0.17346
C: -0.57710 0.73865 -0.64560
C: 0.23880 -0.61284 0.68152
N: 0.49893 0.68802 0.09941
O: 2.17339 1.96989 0.08575
Cl: 1.16183 -1.90165 -0.09883
H: -1.80721 -1.20550 -0.40408
H: -0.91856 1.50947 -1.31733
H: 0.24061 -0.67114 1.77262

Forces on atoms 1 to 6 (eV/Å):
C -0.2 -0.7 0.3
C 0.0 -0.1 0.6
C -0.8 -1.4 -0.1
N 1.8 2.1 -0.6
O -0.3 -0.2 0.0
Cl -0.2 0.5 0.3